Entry from the OMol25 dataset: 2 unconnected molecules or ions with the total composition C7H12S (ωB97M-V/def2-TZVPD).

Each atom is followed by the atoms it is bonded to, with distances in Å.
Positions of all 20 atoms, in Å:
1 C 0.634 0.545 -1.556  C5 1.350, S8 1.889, H9 1.101
2 C -3.609 -0.093 0.906  C3 1.294, C6 1.286
3 C -3.753 -1.362 1.114  C2 1.294, H10 1.102, H11 1.125
4 C 1.647 -0.612 1.185  C7 1.532, S8 1.667, H12 1.139
5 C 1.638 0.626 -2.456  C1 1.350, H13 1.144, H14 1.064
6 C -3.294 1.112 0.588  C2 1.286, H15 1.154, H16 1.120
7 C 3.087 -0.168 0.906  C4 1.532, H17 1.151, H18 1.077, H19 1.062
8 S 0.741 -0.770 -0.205  C1 1.889, C4 1.667, H20 1.318
9 H -0.218 1.228 -1.422  C1 1.101
10 H -4.536 -2.007 0.683  C3 1.102
11 H -2.934 -1.874 1.690  C3 1.125
12 H 1.131 -0.188 2.107  C4 1.139
13 H 1.450 1.517 -3.148  C5 1.144
14 H 2.376 -0.134 -2.547  C5 1.064
15 H -3.494 2.004 1.292  C6 1.154
16 H -2.766 1.403 -0.356  C6 1.120
17 H 2.957 0.748 0.222  C7 1.151
18 H 3.706 0.174 1.718  C7 1.077
19 H 3.552 -0.852 0.239  C7 1.062
20 H 1.686 -1.296 -0.959  S8 1.318

Its multiplicity is 3. Its expectation value of S² is 2.017. Its HOMO-LUMO gap (alpha / beta) is 5.45 / 8.07 eV. The calculation puts the energy relative to the best compared isomer or geometry (same formula, charge and spin) at 73.9 kcal/mol. The calculation puts the calculated total energy at -671.77535 Ha.

Want to see where the charge sits? The Löwdin charges in e are: C -0.44; C -0.23; C -0.02; C -0.47; C -0.17; C -0.04; C -0.16; S 0.88; H 0.04; H 0.06; H 0.08; H 0.09; H 0.07; H 0.01; H 0.09; H 0.06; H 0.09; H 0.06; H 0.05; H -0.05